(1)
ORCA calculation (ωB97M-V with the def2-TZVPD basis set) on C28H50BClK2NO18P as an isolated structure in a non-equilibrium geometry.

Values from the calculation:
largest force on an atom = 3.938 eV Å⁻¹
LUMO energy = -1.740 eV
HOMO level = -0.281 Eh
HOMO-LUMO gap = 5.9 eV

Each line ends with the Mulliken charge.
Cartesian coordinates (Å):
O -7.853 -4.172 3.157  -0.663
O -0.085 0.633 0.647  0.398
C -0.420 1.624 -3.435  -1.724
H 1.306 -2.618 -2.970  0.433
O 3.998 -1.364 -1.125  -0.537
C 0.937 -1.649 -3.302  -1.366
H 1.550 -0.818 -2.950  0.227
H -7.549 -1.836 -1.234  0.436
O 0.417 4.667 1.744  -0.410
N -1.568 1.580 -4.324  -0.553
H 1.690 -2.372 -0.787  0.278
O 2.867 -2.180 5.060  -0.399
C 8.960 0.189 -2.923  0.407
O 5.897 -2.382 0.852  -0.596
P -0.841 -1.310 -2.878  0.201
H -3.177 0.556 -2.560  -0.498
O 9.270 2.427 -2.078  -0.570
O 8.126 -0.790 -2.620  -0.613
H 1.395 -3.283 0.649  0.396
H 3.066 0.602 4.434  0.200
H 0.451 -0.136 2.462  -0.048
C 0.031 -0.402 -0.315  -0.362
H 2.382 -2.103 3.058  0.007
C -5.795 -0.902 -2.174  -0.478
H 0.983 -0.388 -0.861  0.030
O 7.671 1.089 -1.237  -0.461
H 0.453 -3.692 -0.758  0.183
H -6.987 -0.335 -0.357  0.183
C -3.413 1.885 1.226  -0.253
B 7.234 -0.293 -1.525  1.354
H -1.525 2.032 -1.663  0.237
C 2.382 -1.422 3.905  0.176
H 0.173 1.798 -1.405  -0.044
C -0.688 1.375 -1.928  -0.091
H -2.237 -3.208 -3.368  0.455
C 3.409 0.381 2.302  -0.630
H -6.008 0.081 -2.632  0.231
H -1.181 -2.186 0.095  0.407
H 0.993 -1.658 -4.393  0.559
H 0.600 6.645 1.267  0.264
H 0.406 1.036 -3.835  0.314
H -4.951 1.604 -1.553  0.540
O 5.826 -0.331 -1.932  -0.579
H -0.068 -1.827 1.352  0.667
C -0.364 2.633 2.661  -1.154
H 3.628 1.447 2.363  0.384
O 9.821 0.112 -3.768  -0.685
H -2.254 -2.989 -1.647  0.346
O -2.282 -0.175 -0.776  -0.603
H -3.128 2.835 1.677  0.195
K -6.625 2.528 -1.321  1.064
H 1.670 2.521 1.891  0.587
C 8.676 1.390 -2.046  0.680
O -7.633 -1.833 3.388  -0.678
O -8.801 -2.733 1.542  -0.668
H -0.269 3.210 3.588  0.573
C 0.854 0.564 1.711  0.490
O 1.318 -3.309 6.106  -0.415
H -3.898 -1.575 -2.861  0.038
H 4.300 -0.558 4.017  0.532
C -0.169 -1.822 0.265  -0.728
H -0.049 2.659 -3.490  0.487
H -4.098 -1.938 -1.167  0.409
H 1.388 1.737 3.461  0.070
H -6.107 -1.869 -0.285  0.194
H -1.751 0.659 -4.697  0.392
H -1.553 4.165 1.594  0.578
H -0.857 -3.763 -2.480  0.564
H 2.206 -1.029 1.226  -0.226
K 10.993 -1.383 -2.074  1.016
H 2.493 0.429 0.328  0.537
H 4.311 -0.061 1.863  -0.044
Cl -7.688 -2.931 2.449  1.655
C -4.285 -1.171 -1.920  -0.803
C 3.300 -0.211 3.744  -0.931
O -6.452 -2.966 1.685  -0.664
H 0.924 5.478 -0.064  0.262
O 7.359 -1.150 -0.338  -0.590
H -6.110 -1.628 -2.926  0.441
C -4.285 1.093 -0.816  -1.768
C 6.146 -1.649 -0.055  0.572
C 1.897 -2.314 6.012  0.139
H 1.688 -1.496 6.720  0.411
O -3.556 2.115 -0.176  -0.431
H -0.366 3.179 0.585  0.070
C 5.166 -1.120 -1.080  0.570
C -1.599 -2.964 -2.515  -1.466
H -4.902 0.591 -0.036  0.791
H -0.762 5.836 0.482  0.300
H -2.598 1.173 1.374  -0.119
C 0.893 -2.852 -0.223  -1.311
C 0.282 5.714 0.794  -0.769
C -1.017 -0.070 -1.449  2.192
H 1.383 -1.070 4.183  0.207
C -0.583 3.656 1.551  -0.318
H -4.341 1.570 1.718  0.461
C 0.977 1.902 2.468  -1.305
H -2.389 2.025 -3.941  0.294
C -6.703 -1.225 -0.928  -0.881
C 2.268 0.055 1.333  -0.099
C -3.397 0.078 -1.602  0.987
H -1.197 1.948 2.817  0.462


(2)
ORCA calculation (ωB97M-V with the def2-TZVPD basis set) on C28H50BF4IN5PPdS as an isolated structure in a non-equilibrium geometry.

Values from the calculation:
largest force on an atom = 1.835 eV Å⁻¹
LUMO energy (spin up / spin down) = -0.902 / -0.909 eV
HOMO level (spin up / spin down) = -0.301 / -0.301 Eh
HOMO-LUMO gap (spin up / spin down) = 7.3 / 7.3 eV

Each line ends with the Mulliken charge.
Cartesian coordinates (Å):
H -3.592 0.243 1.032  0.652
H 1.352 2.586 -0.615  -0.200
C -0.115 1.033 -2.560  1.052
H -3.780 -5.509 -0.105  0.473
F -1.578 0.976 4.690  -0.417
C -0.360 0.805 -5.072  -0.762
H 0.266 -2.131 -3.346  0.245
C -2.999 -3.753 0.902  -1.219
C 3.838 -0.807 -0.669  -1.007
C 2.084 4.770 1.767  -0.740
H 0.767 4.764 -1.288  0.356
H 2.253 2.312 0.896  0.093
H -3.203 1.870 0.357  0.569
C 0.393 3.285 2.514  -0.911
I -4.172 0.299 -1.545  -0.086
C -0.187 5.475 1.820  -0.726
H -1.132 5.383 2.359  0.378
H 0.489 -1.098 -5.610  0.481
H -1.764 -0.268 -2.374  -0.131
H 0.227 1.375 -5.794  0.404
C -1.688 -2.965 0.806  0.026
H -0.411 1.609 -1.681  -1.625
N 0.542 -0.688 2.732  0.813
H -0.239 2.673 -3.945  0.441
C 3.214 -2.920 0.527  -0.876
H 1.410 -0.243 -4.382  0.306
H 1.372 -3.734 -0.261  0.461
C -1.474 -2.500 -0.642  1.079
C -0.667 1.676 -3.829  -1.149
P -0.314 -1.052 -0.717  0.072
H 3.472 -3.971 0.663  0.515
H 1.149 -2.625 1.095  -0.535
H 4.461 -0.284 0.060  0.420
H 1.663 -1.933 -1.822  0.892
H -1.267 -1.654 -4.058  0.370
C 0.646 -1.426 4.907  -0.280
C 0.396 -0.478 -4.716  -1.006
C -3.117 0.797 0.231  -1.643
B -2.540 0.892 3.696  0.038
H 0.976 1.022 -2.605  0.286
C -0.796 3.618 0.478  -1.053
H 1.217 6.157 -0.277  0.326
C 1.444 0.099 3.234  -0.603
H 1.143 2.695 3.039  0.150
F -2.524 -0.424 3.136  -0.303
H -0.141 -3.880 -1.680  0.098
H 0.447 -1.976 5.810  0.468
N 0.205 2.746 1.139  1.769
H -3.827 -3.053 1.030  0.299
C 0.088 -1.567 3.682  -0.955
C 2.361 -0.463 -0.411  0.703
H 2.189 -0.252 0.647  -0.744
H -0.543 3.219 3.061  0.216
H 2.832 4.149 2.265  0.355
H 3.427 -2.410 1.470  0.302
N 0.829 4.676 2.503  0.073
C 4.085 -2.317 -0.572  -0.843
C 1.479 2.919 0.417  -0.685
H -1.735 3.547 1.026  0.462
H -2.070 -5.663 -1.839  0.514
Pd -1.003 0.387 1.014  0.737
H -0.943 3.276 -0.549  -0.214
H -1.298 0.527 -5.557  0.324
H 5.141 -2.508 -0.374  0.534
H 3.843 -2.798 -1.524  0.263
H 0.125 6.521 1.813  0.348
H -1.250 -5.462 -0.293  0.322
H 2.094 0.435 -0.966  -0.454
C -3.230 -4.603 -0.361  -0.739
C -1.898 -4.964 -1.019  -0.870
H -3.833 -4.049 -1.086  0.303
C -0.679 -0.384 -2.407  1.385
C -1.212 -3.701 -1.567  -0.760
H -2.979 -4.391 1.788  0.521
C -0.339 -1.267 -3.630  -0.666
H 4.140 -0.451 -1.657  0.335
H -0.848 -3.583 1.132  0.320
H -2.418 -2.029 -0.943  0.222
S 1.783 -0.146 4.893  -0.209
H -1.746 1.796 -3.713  0.332
F -3.798 1.218 4.125  -0.288
H -1.734 -2.089 1.452  -0.521
C 0.896 5.113 -0.260  -0.669
H 2.426 5.807 1.763  0.345
N -0.379 5.016 0.444  0.137
H -0.660 -2.298 3.423  0.215
N 1.935 4.306 0.386  0.141
C 1.717 -2.797 0.179  -0.262
F -2.151 1.787 2.609  -0.084
C 1.446 -1.635 -0.793  0.870
H -1.617 -3.491 -2.559  0.275
H 1.988 0.835 2.663  0.144


(3)
ORCA calculation (ωB97M-V with the def2-TZVPD basis set) on C28H50BMnN5O3P2S4 as an isolated structure in a non-equilibrium geometry.

Values from the calculation:
net charge = -1
largest force on an atom = 1.571 eV Å⁻¹
2S+1 = 5
⟨S²⟩ = 6.309
LUMO energy (spin up / spin down) = 1.195 / 2.401 eV
HOMO level (spin up / spin down) = -0.165 / -0.184 Eh
HOMO-LUMO gap (spin up / spin down) = 5.7 / 7.4 eV

Each line ends with the Mulliken charge.
Cartesian coordinates (Å):
H 1.941 2.912 -4.805  0.330
H -2.881 -0.599 -0.744  0.387
H 2.749 2.758 -3.233  0.280
C -3.356 -3.382 -1.655  -0.753
H 2.618 -0.678 3.184  0.014
H -4.312 -2.875 -1.775  0.363
C -3.358 -1.292 1.915  -1.726
H 3.371 -1.822 -4.959  0.520
N -2.474 -3.029 -2.745  0.436
H 2.875 -3.737 1.968  0.467
C -3.785 -0.227 -0.257  -2.035
C 3.117 -2.817 -0.734  -1.488
C 4.897 -0.716 0.685  -0.225
H 0.576 1.554 4.161  0.654
B 0.814 -2.551 -4.363  0.154
H -2.062 3.722 2.832  0.302
C 1.038 0.062 -3.764  -0.315
C -0.620 -0.621 3.361  -2.059
C -2.681 3.614 1.942  -2.139
C 3.559 -0.518 2.666  -0.368
C 1.920 2.408 -3.834  -0.907
H -4.215 -1.920 1.650  0.627
H -0.126 -0.970 2.454  0.325
C -2.840 -2.968 -4.078  -0.567
H 6.555 0.993 3.094  0.345
C -1.171 0.799 3.138  2.719
H 0.986 2.634 -3.331  0.252
N 1.501 -1.145 -4.153  0.615
P 2.294 -1.822 0.568  1.242
C -2.191 1.152 4.221  -2.002
H -2.448 -1.790 1.573  0.144
H -2.778 3.823 -0.828  0.677
S -0.464 0.434 -3.008  -0.513
C 0.036 1.747 3.229  -2.084
C 3.107 0.330 -4.553  -0.535
H -3.520 -4.462 -1.630  0.304
H 4.017 0.858 -4.779  0.471
H 0.115 -0.599 4.172  0.606
H 3.383 -2.186 -1.584  0.228
S 2.183 1.201 -0.557  0.109
S -0.294 -2.814 -1.159  -0.603
H -3.857 -3.111 -4.398  0.455
H -4.567 -0.991 -0.315  0.567
H -3.341 -1.204 3.002  0.273
H -1.567 -2.574 -5.825  0.482
N -0.660 -2.617 -3.883  0.075
N 2.004 0.975 -4.039  0.372
O 3.648 3.045 1.056  -0.634
C -3.503 0.074 1.226  2.388
H -4.496 1.079 2.896  0.282
H 0.777 -2.732 -5.563  -0.242
H 6.813 0.235 0.755  0.367
S 3.294 3.009 -0.344  1.152
P -1.802 0.913 1.340  -1.278
H 1.474 -3.389 -3.790  -0.115
H -2.640 2.132 4.055  0.294
H 5.021 -1.022 -0.347  0.238
H -4.137 0.641 -0.809  0.160
H -2.849 4.617 1.537  0.534
H 4.439 0.565 4.294  0.371
C -1.131 -2.808 -2.641  -0.314
O 2.385 4.053 -0.772  -0.626
H -2.991 0.412 4.283  0.295
H 2.411 -3.565 -1.084  0.491
H -0.026 2.615 -0.016  -0.160
C -1.714 -2.709 -4.768  -0.593
H -2.385 2.136 -1.172  0.219
H -3.649 3.205 2.239  0.287
H 4.012 -3.298 -0.334  0.482
C 5.764 0.429 2.614  -0.465
C 3.715 -0.993 1.364  0.304
H -5.566 0.206 1.795  0.525
C -0.620 3.343 0.522  -1.611
H -0.740 4.203 -0.142  0.570
H -0.259 2.795 3.237  0.223
H -0.050 3.676 1.387  0.231
C -4.672 0.837 1.846  -1.921
C 2.792 -0.979 -4.619  -0.872
C 4.580 0.179 3.291  -0.644
C -2.816 2.807 -0.427  -1.925
H 1.174 -3.782 1.429  0.382
H 1.651 -2.708 2.752  0.382
H -4.892 1.761 1.312  0.273
C -1.998 2.761 0.872  2.865
C 1.975 -3.144 1.807  -1.359
H -1.688 1.177 5.194  0.529
N -0.862 0.095 0.420  0.374
Mn 0.596 -0.247 -0.605  1.328
H 0.726 1.582 2.398  0.380
O 4.381 2.728 -1.263  -0.631
H -3.865 2.556 -0.268  0.314
C 5.915 -0.010 1.308  -0.598
H -1.393 -1.337 3.635  0.174
H -2.886 -3.077 -0.726  0.098